Entry from OMol25: 7 unconnected molecules or ions with the total composition C24H40F6N3O18P2 at a distorted geometry (ωB97M-V/def2-TZVPD).

Output
* ΔE to the lowest compared entry with this formula, charge and spin: 21.54 kcal per mole
* gap between HOMO and LUMO: 5.602 eV
* total charge: -1
* DFT total energy: -3738.9637 a.u.
* HOMO: -3.8 eV
* multiplicity: 1

Each line ends with the Mulliken charge.
Cartesian coordinates (Å):
C  -1.2980  -3.6314  1.9161  -1.471
P  -1.0003  -1.8709  1.1921  0.952
C  0.9359  -2.0928  1.2129  -1.048
C  1.5588  -1.9991  -0.2350  -0.600
N  2.4713  -3.1837  -0.4441  -0.590
C  -0.8892  -1.1449  2.9708  -2.041
C  -0.5701  0.3778  3.0192  0.146
C  0.4205  0.7607  4.1688  -0.141
N  1.3282  1.8397  3.7289  -0.447
P  -3.1791  -1.4327  0.9628  0.152
N  -3.3500  -0.6396  -0.4505  -0.425
H  -0.6777  -4.3308  1.3136  0.288
H  -0.9429  -3.7557  2.9615  0.277
H  -2.3387  -3.9985  1.8445  0.426
H  -0.7575  -0.5873  0.5516  0.079
H  -1.0855  -2.4763  -0.1454  -0.110
H  1.2404  -3.0257  1.7268  0.481
H  1.3626  -1.2479  1.7943  0.110
H  2.1176  -1.0601  -0.3786  0.334
H  0.7859  -2.0599  -1.0186  0.319
H  1.8725  -3.9804  -0.2425  0.233
H  3.0877  -3.1406  0.3635  0.251
H  -1.8052  -1.3944  3.5544  0.453
H  -0.0672  -1.6502  3.5206  0.475
H  -0.0935  0.7095  2.0748  0.274
H  -1.4945  0.9638  3.1365  0.311
H  -0.1835  1.1805  4.9874  -0.282
H  0.9687  -0.1122  4.5680  0.418
H  2.1303  1.9256  4.3374  0.201
H  1.6289  1.6746  2.7757  0.202
H  -3.9021  -2.6807  0.8613  -0.037
H  -3.6984  -0.6158  2.0251  -0.056
H  -3.7716  0.2655  -0.2990  0.049
C  0.7373  4.3679  1.9724  0.066
C  2.0452  4.5673  1.2638  0.350
O  1.7114  5.5020  0.2488  -0.327
C  0.6778  6.2394  0.7326  0.646
O  0.3153  7.2694  0.2692  -0.541
O  0.1153  5.6519  1.8167  -0.363
F  2.4789  3.4212  0.6827  -0.289
H  0.1182  3.6019  1.4976  0.073
H  0.8605  4.1146  3.0235  0.163
H  2.8400  4.9797  1.8905  0.269
C  -3.2703  2.0068  8.1274  -0.487
C  -2.4649  0.7736  7.8294  0.281
O  -2.3976  0.7807  6.4160  -0.219
C  -2.4676  2.0844  6.0341  0.528
O  -2.1801  2.4822  4.9592  -0.350
O  -2.9034  2.8724  7.0535  -0.353
F  -3.1078  -0.3508  8.2363  -0.281
H  -4.3452  1.8165  8.0921  0.282
H  -3.0213  2.4499  9.0903  0.269
H  -1.4533  0.7840  8.2425  0.291
C  5.3101  -3.2994  -3.5234  -0.115
C  3.8275  -3.1567  -3.6904  0.544
O  3.5534  -4.0179  -4.7892  -0.332
C  4.4981  -4.9942  -4.7491  0.633
O  4.4300  -6.0176  -5.3446  -0.532
O  5.5309  -4.6506  -3.9382  -0.351
F  3.4902  -1.8819  -4.0375  -0.279
H  5.8687  -2.6255  -4.1748  -0.033
H  5.6332  -3.1448  -2.4958  0.338
H  3.2426  -3.4683  -2.8202  0.119
C  5.4945  -0.5541  -7.0131  -0.402
C  6.3049  0.6863  -7.2600  0.304
O  7.0653  0.8023  -6.0700  -0.307
C  7.2298  -0.4619  -5.5957  0.668
O  8.0219  -0.7706  -4.7724  -0.511
O  6.3734  -1.3286  -6.1930  -0.278
F  5.5152  1.7821  -7.3876  -0.286
H  4.5727  -0.3474  -6.4649  0.248
H  5.2470  -1.0844  -7.9307  0.288
H  6.9784  0.6221  -8.1181  0.275
C  -4.4079  -2.5077  -3.4347  -0.102
C  -5.8731  -2.3496  -3.7101  0.332
O  -6.0913  -3.2674  -4.7732  -0.320
C  -5.1685  -4.2566  -4.6191  0.656
O  -5.2237  -5.3110  -5.1622  -0.536
O  -4.1888  -3.8876  -3.7629  -0.296
F  -6.1727  -1.0977  -4.1445  -0.278
H  -3.7913  -1.8804  -4.0810  0.203
H  -4.1507  -2.2985  -2.3940  0.010
H  -6.5201  -2.6053  -2.8679  0.270
C  -2.4393  4.8660  0.4492  -0.366
C  -3.8944  5.0246  0.1151  0.330
O  -4.0643  4.1370  -0.9726  -0.342
C  -3.1406  3.1427  -0.8089  0.517
O  -3.1735  2.1053  -1.3696  -0.536
O  -2.1941  3.5020  0.1002  -0.221
F  -4.1800  6.2897  -0.2971  -0.301
H  -1.8025  5.5157  -0.1553  0.164
H  -2.2293  5.0459  1.5005  0.348
H  -4.5742  4.7437  0.9233  0.284

---

Entry from OMol25: C4H4N4 in the gas phase at a distorted geometry (ωB97M-V/def2-TZVPD).

Output
* ΔE to the lowest compared entry with this formula, charge and spin: 52.65 kcal per mole
* gap between HOMO and LUMO: 8.844 eV
* DFT total energy: -373.7610 a.u.
* SMILES: [H]/N=c1\cncncn1
* HOMO: -9.8 eV
* multiplicity: 1

Each line ends with the Mulliken charge.
Cartesian coordinates (Å):
H  2.6986  -0.7945  0.7690  0.232
N  2.2285  0.0951  0.5868  -0.625
C  1.1233  0.1363  -0.0611  0.494
C  0.5615  -1.1599  -0.4702  -0.020
N  -0.6838  -1.5578  -0.2896  -0.522
C  -1.5538  -0.6912  0.3662  0.149
N  -1.5908  0.5752  0.4244  -0.487
C  -0.7794  1.4522  -0.2114  0.144
N  0.5709  1.3478  -0.3885  -0.484
H  1.2094  -2.0037  -0.8382  0.376
H  -2.4636  -1.1319  0.7348  0.371
H  -1.2283  2.2847  -0.7398  0.372

---

Entry from OMol25: 2 unconnected molecules or ions with the total composition C3H6O3 at a distorted geometry (ωB97M-V/def2-TZVPD).

Output
* ΔE to the lowest compared entry with this formula, charge and spin: 187.69 kcal per mole
* gap between HOMO and LUMO (spin up / spin down): 8.837 / 8.841 eV
* DFT total energy: -343.3554 a.u.
* HOMO (spin up / spin down): -9.1 / -9.2 eV
* multiplicity: 1

Each line ends with the Mulliken charge.
Cartesian coordinates (Å):
C  -0.4281  -0.7392  -0.7333  0.668
C  1.0610  0.9359  0.3530  -1.151
C  -0.2336  0.6798  -0.3901  -0.067
O  0.1821  -1.6471  -1.4487  -0.230
O  -1.2110  -1.5663  -1.3496  -0.217
O  -0.8007  -1.1461  1.5399  -0.745
H  2.0137  0.5940  -0.3320  0.237
H  1.1918  0.3477  1.2438  0.353
H  1.1880  1.8717  0.7886  0.386
H  -0.2323  1.2824  -1.3860  0.283
H  -1.0646  1.0223  0.2048  0.259
H  -1.6662  -1.6351  1.5097  0.225

---

What did the second record say?
Entry from OMol25: C4H4N4 in the gas phase at a distorted geometry (ωB97M-V/def2-TZVPD).

Output
* ΔE to the lowest compared entry with this formula, charge and spin: 52.65 kcal per mole
* gap between HOMO and LUMO: 8.844 eV
* DFT total energy: -373.7610 a.u.
* SMILES: [H]/N=c1\cncncn1
* HOMO: -9.8 eV
* multiplicity: 1

Each line ends with the Mulliken charge.
Cartesian coordinates (Å):
H  2.6986  -0.7945  0.7690  0.232
N  2.2285  0.0951  0.5868  -0.625
C  1.1233  0.1363  -0.0611  0.494
C  0.5615  -1.1599  -0.4702  -0.020
N  -0.6838  -1.5578  -0.2896  -0.522
C  -1.5538  -0.6912  0.3662  0.149
N  -1.5908  0.5752  0.4244  -0.487
C  -0.7794  1.4522  -0.2114  0.144
N  0.5709  1.3478  -0.3885  -0.484
H  1.2094  -2.0037  -0.8382  0.376
H  -2.4636  -1.1319  0.7348  0.371
H  -1.2283  2.2847  -0.7398  0.372

---

Question: Number 2 is which compound?
Answer: C4H4N4

---

Question: Look up the multiplicity of the first one.
Answer: 1

---

Question: Which of these has the lowest ΔE to the lowest compared entry with this formula, charge and spin?
Answer: C24H40F6N3O18P2